Record 1
{"formula": "CH4N4", "method": "the ωB97M-V functional and the def2-TZVPD basis", "lumo_ev": 1.05, "homo_lumo_gap_ev": 9.645, "mol_weight_g_mol": 72.1, "total_charge": 0, "species": ["C", "N", "N", "N", "N", "H", "H", "H", "H"], "coordinates": [[-0.058, -0.720, -0.652], [-1.221, -0.704, 0.257], [-1.358, 0.272, 0.898], [0.823, 0.288, -0.139], [0.020, 1.300, 0.302], [0.391, -1.709, -0.716], [-0.463, -0.414, -1.622], [1.461, -0.099, 0.567], [0.403, 1.786, 1.104]], "atomic_forces_ev_per_a": [[0.951, 0.679, -0.725], [-0.969, -0.886, 0.418], [0.951, 1.379, 0.098], [0.881, -0.532, 0.050], [-1.611, -0.538, -0.083], [0.015, 0.132, 0.061], [-0.013, -0.102, 0.070], [-0.438, 0.081, -0.074], [0.233, -0.212, 0.184]], "lowdin_charge": [-0.235, -0.062, 0.072, -0.142, -0.037, 0.110, 0.112, 0.116, 0.065]}

***

Record 2
{"formula": "CH4N4OP", "method": "the ωB97M-V functional and the def2-TZVPD basis", "smiles": "O=[PH2]c1nn[nH][nH+]1", "lumo_ev": -5.68, "homo_lumo_gap_ev": 9.671, "mol_weight_g_mol": 119.0, "total_charge": 1, "species": ["O", "P", "C", "N", "N", "N", "N", "H", "H", "H", "H"], "coordinates": [[-2.628, 0.213, -0.406], [-1.760, -0.175, 0.708], [-0.027, 0.259, 0.209], [0.633, 1.390, 0.435], [1.779, 1.322, -0.209], [1.841, 0.185, -0.797], [0.729, -0.524, -0.558], [-1.980, 0.475, 1.932], [-1.711, -1.554, 0.990], [2.601, -0.144, -1.382], [0.524, -1.447, -0.922]], "atomic_forces_ev_per_a": [[0.028, -0.059, -0.145], [-1.028, 0.327, -0.361], [0.014, -0.684, 0.481], [0.252, 0.342, -0.079], [-0.043, 0.264, 0.207], [-0.549, -0.678, -0.128], [0.043, 0.417, 0.068], [0.454, -0.063, 0.064], [0.390, 0.094, 0.144], [0.191, 0.125, -0.031], [0.248, -0.085, -0.219]], "lowdin_charge": [-0.375, 0.751, -0.337, 0.114, 0.125, 0.082, 0.155, 0.040, 0.029, 0.213, 0.203]}

***

Record 3
{"formula": "CH4N4OS", "method": "the ωB97M-V functional and the def2-TZVPD basis", "lumo_ev": [-0.88, -0.88], "homo_lumo_gap_ev": [7.367, 7.349], "mol_weight_g_mol": 120.1, "total_charge": 0, "species": ["C", "N", "N", "N", "N", "O", "S", "H", "H", "H", "H"], "coordinates": [[1.508, 0.860, 1.027], [-1.647, -0.114, -0.218], [-1.641, -0.724, -1.346], [-0.614, 0.207, 0.480], [0.629, 0.117, 0.178], [-1.519, -2.212, -3.265], [-1.065, -2.051, -1.901], [1.613, 0.383, 2.007], [2.482, 0.890, 0.547], [1.158, 1.889, 1.184], [-0.906, 0.756, 1.308]], "atomic_forces_ev_per_a": [[-0.076, 0.296, 0.562], [-1.357, 0.976, 2.474], [0.869, -1.231, -1.813], [1.273, 0.397, -0.326], [-0.991, -0.927, -0.848], [0.117, -0.359, -0.102], [-0.109, 1.077, 0.364], [0.131, 0.015, 0.029], [0.005, 0.044, 0.067], [0.109, 0.015, -0.013], [0.028, -0.303, -0.395]], "lowdin_charge": [-0.145, -0.106, -0.336, -0.112, -0.050, -0.533, 0.885, 0.076, 0.073, 0.076, 0.174]}

***

Record 4
{"formula": "CH4N4S", "method": "the ωB97M-V functional and the def2-TZVPD basis", "smiles": "N#[N+][S-].C=NN", "lumo_ev": -0.22, "homo_lumo_gap_ev": 8.404, "mol_weight_g_mol": 104.1, "total_charge": 0, "species": ["C", "N", "N", "N", "N", "S", "H", "H", "H", "H"], "coordinates": [[-0.873, 1.021, -0.430], [1.612, -1.039, 0.200], [2.142, -0.059, -0.043], [-1.428, 0.086, 0.226], [-1.141, -1.175, 0.190], [2.535, 1.399, -0.145], [0.011, 0.856, -0.938], [-1.170, 1.992, 0.002], [-1.602, -1.673, 0.937], [-0.085, -1.409, 0.001]], "atomic_forces_ev_per_a": [[-1.311, 0.464, 2.543], [2.458, 1.404, -0.941], [-2.728, -3.800, 1.651], [-1.913, 1.787, 0.775], [2.857, -2.161, -1.014], [1.441, 2.536, -0.604], [1.704, 0.015, -1.602], [0.249, -0.203, -1.164], [0.347, -0.137, -0.112], [-3.104, 0.095, 0.468]], "lowdin_charge": [-0.114, 0.158, -0.745, -0.176, -0.030, 0.724, -0.030, 0.068, 0.086, 0.059]}

***

Record 5
{"formula": "CH4N5O2", "method": "the ωB97M-V functional and the def2-TZVPD basis", "lumo_ev": 4.44, "homo_lumo_gap_ev": 9.331, "mol_weight_g_mol": 118.1, "total_charge": -1, "species": ["C", "N", "N", "N", "N", "N", "O", "O", "H", "H", "H", "H"], "coordinates": [[-1.463, -0.387, 0.052], [-0.168, 2.601, -1.097], [1.674, -1.887, 0.174], [-0.692, 1.562, -0.532], [1.993, -1.470, 1.289], [-0.313, 0.307, -0.550], [-2.333, 0.346, 0.624], [-1.383, -1.610, -0.006], [0.694, 2.340, -1.589], [1.167, -1.142, -0.292], [-1.573, 1.639, 0.112], [2.398, -2.301, 1.814]], "atomic_forces_ev_per_a": [[0.187, -0.513, 1.194], [-0.538, -0.730, 0.913], [0.204, -0.684, 0.406], [1.762, 0.047, -0.669], [0.069, -0.887, 0.604], [-1.202, 2.522, -0.397], [0.012, -0.255, -0.319], [-0.254, -0.230, -0.149], [-0.270, -0.486, 0.117], [-0.213, 0.633, -0.447], [0.268, -0.275, -0.720], [-0.025, 0.858, -0.534]], "lowdin_charge": [-0.767, 0.012, -0.029, -0.220, -0.054, 0.064, -0.108, -0.045, 0.015, -0.026, 0.127, 0.032]}

***

Record 6
{"formula": "CH4N6", "method": "the ωB97M-V functional and the def2-TZVPD basis", "smiles": "N#CN(N)/N=N/N", "lumo_ev": 0.19, "homo_lumo_gap_ev": 8.891, "mol_weight_g_mol": 100.1, "total_charge": 0, "species": ["N", "N", "N", "N", "N", "C", "N", "H", "H", "H", "H"], "coordinates": [[-0.336, -0.585, -0.930], [-0.535, -1.842, -1.411], [1.365, 1.439, 0.964], [0.660, -0.516, -0.133], [0.344, 0.535, 0.709], [-0.996, 0.980, 0.289], [-2.014, 1.538, 0.383], [-0.604, -2.534, -0.670], [-1.316, -1.860, -2.057], [2.251, 0.940, 1.008], [1.181, 1.906, 1.849]], "atomic_forces_ev_per_a": [[1.254, -0.456, 0.919], [0.226, -0.242, -0.354], [0.616, 1.460, -0.173], [-1.415, -0.087, -0.216], [-2.560, -1.241, -1.468], [0.876, 1.589, 1.605], [1.046, -0.707, -0.239], [0.118, 0.082, -0.288], [0.138, 0.094, 0.305], [-0.331, -0.114, -0.045], [0.032, -0.379, -0.045]], "lowdin_charge": [-0.122, 0.043, 0.055, 0.033, -0.204, -0.292, 0.122, 0.092, 0.091, 0.089, 0.093]}

***

Record 7
{"formula": "CH4NO", "method": "the ωB97M-V functional and the def2-TZVPD basis", "lumo_ev": [5.02, 5.02], "homo_lumo_gap_ev": [6.269, 6.277], "mol_weight_g_mol": 46.0, "total_charge": -1, "species": ["C", "N", "O", "H", "H", "H", "H"], "coordinates": [[0.389, 0.412, 0.259], [-0.173, -0.700, -0.564], [-0.147, -1.894, 0.001], [-0.063, 0.530, 1.188], [1.404, 0.348, 0.381], [0.229, 1.378, -0.468], [-1.638, -0.075, -0.797]], "atomic_forces_ev_per_a": [[-2.633, 1.788, -3.872], [-0.981, -0.227, -1.083], [-0.113, 1.670, 0.240], [-1.002, 0.451, 1.825], [2.747, -0.823, 0.224], [0.114, -1.997, 1.984], [1.868, -0.862, 0.681]], "lowdin_charge": [-0.279, -0.418, -0.406, 0.003, -0.001, 0.085, 0.016]}

***

Record 8
{"formula": "CH4NO", "method": "the ωB97M-V functional and the def2-TZVPD basis", "lumo_ev": 5.19, "homo_lumo_gap_ev": 7.005, "mol_weight_g_mol": 46.0, "total_charge": -1, "species": ["N", "C", "O", "H", "H", "H", "H"], "coordinates": [[0.439, 0.684, 0.479], [-0.299, -0.058, 1.292], [0.111, 0.299, -1.979], [0.034, 0.469, -0.942], [0.888, -0.333, -1.926], [0.171, -0.782, 2.033], [-1.344, -0.279, 1.043]], "atomic_forces_ev_per_a": [[-2.125, -2.365, 3.436], [3.228, 1.300, -3.038], [1.313, -1.613, 0.021], [-0.057, 0.836, -0.426], [-1.363, 1.133, -0.364], [-0.461, 0.802, 0.100], [-0.536, -0.094, 0.272]], "lowdin_charge": [-0.196, -0.400, -0.271, -0.100, 0.002, -0.015, -0.020]}

***

Record 9
{"formula": "CH4NO", "method": "the ωB97M-V functional and the def2-TZVPD basis", "smiles": "NC[O-]", "lumo_ev": 5.36, "homo_lumo_gap_ev": 7.690, "mol_weight_g_mol": 46.0, "total_charge": -1, "species": ["N", "C", "O", "H", "H", "H", "H"], "coordinates": [[-0.516, 0.833, 0.420], [0.470, -0.265, -0.229], [0.258, -1.591, 0.090], [-0.757, 0.288, 1.202], [-1.327, 0.678, -0.131], [1.518, 0.150, 0.013], [0.354, -0.094, -1.365]], "atomic_forces_ev_per_a": [[1.942, -0.903, -1.297], [0.285, -0.908, -0.692], [0.109, 2.719, -0.053], [-0.328, -0.654, 1.869], [-1.073, 0.103, -0.833], [-0.969, -0.493, 0.060], [0.035, 0.137, 0.947]], "lowdin_charge": [-0.065, -0.577, -0.426, -0.024, -0.020, 0.055, 0.057]}

***

Record 10
{"formula": "CH4NO", "method": "the ωB97M-V functional and the def2-TZVPD basis", "lumo_ev": [-7.88, -7.80], "homo_lumo_gap_ev": [9.422, 9.355], "mol_weight_g_mol": 46.0, "total_charge": 1, "species": ["C", "N", "O", "H", "H", "H", "H"], "coordinates": [[0.873, -0.110, 0.045], [-1.394, -0.395, 0.001], [-0.458, 0.342, 0.086], [1.043, -1.241, 0.157], [1.166, 0.464, -0.931], [1.492, 0.167, 0.974], [-2.722, 0.773, -0.332]], "atomic_forces_ev_per_a": [[4.361, -1.357, 0.097], [-2.840, 2.206, -0.790], [-1.842, 0.917, 0.568], [-1.074, 1.418, -1.225], [0.291, -1.515, 1.885], [-1.386, 0.854, -1.396], [2.492, -2.524, 0.862]], "lowdin_charge": [0.003, 0.279, -0.127, 0.143, 0.171, 0.149, 0.381]}

***

Record 11
{"formula": "CH4NO2PS", "method": "the ωB97M-V functional and the def2-TZVPD basis", "smiles": "OP(O)NC=S", "lumo_ev": 0.36, "homo_lumo_gap_ev": 9.162, "mol_weight_g_mol": 125.1, "total_charge": 0, "species": ["C", "N", "O", "O", "P", "S", "H", "H", "H", "H"], "coordinates": [[1.729, 0.940, 0.690], [0.843, 0.005, 0.387], [-0.590, -0.797, -1.534], [-1.444, -1.019, 0.751], [-0.783, 0.180, -0.124], [3.298, 0.593, 0.659], [1.325, 1.927, 1.089], [1.387, -0.726, 0.006], [-0.003, -0.347, -2.108], [-2.321, -1.037, 0.410]], "atomic_forces_ev_per_a": [[-0.297, 2.375, 1.644], [-1.395, 0.314, -0.261], [-1.124, 0.506, 2.228], [1.105, 0.511, 0.211], [0.730, -1.142, -1.293], [1.274, 0.357, -0.017], [0.413, -1.205, -0.723], [0.056, -1.851, -0.459], [0.896, 0.692, -1.299], [-1.657, -0.557, -0.031]], "lowdin_charge": [-0.846, -0.248, -0.278, -0.248, 0.824, 0.634, 0.087, 0.047, 0.009, 0.019]}

***

Record 12
{"formula": "CH4NO2S", "method": "the ωB97M-V functional and the def2-TZVPD basis", "lumo_ev": [3.94, 3.71], "homo_lumo_gap_ev": [7.996, 6.854], "mol_weight_g_mol": 94.1, "total_charge": -1, "species": ["C", "N", "O", "O", "S", "H", "H", "H", "H"], "coordinates": [[1.758, -0.483, -0.142], [-1.438, 1.514, 0.155], [-1.788, -0.853, 0.911], [-1.659, -0.365, -1.482], [-1.209, -0.039, -0.141], [2.268, 0.479, 0.221], [1.562, -1.159, 0.680], [1.649, -0.771, -1.228], [-1.144, 1.677, 1.026]], "atomic_forces_ev_per_a": [[0.107, 1.247, -0.093], [-0.781, -1.497, -5.012], [0.132, -1.306, 0.933], [0.220, -0.269, -0.716], [-0.307, 2.457, 0.339], [-0.941, -1.445, -1.121], [-0.063, -0.327, -0.413], [0.258, 0.446, 1.625], [1.374, 0.692, 4.458]], "lowdin_charge": [-0.041, -0.266, -0.473, -0.466, 0.454, -0.010, -0.056, -0.014, -0.128]}